ORCA calculation (ωB97M-V with the def2-TZVPD basis set) on a structure of composition C35H32N3O2P2S2Sn at a distorted geometry.

Element x y z (Å)
O: -2.869 -0.236 -1.753
H: 1.689 -0.791 3.411
C: 1.411 4.232 -3.148
H: 1.942 -0.988 5.841
C: 2.269 -4.495 -3.121
C: 2.105 -1.740 -3.152
H: 1.103 5.237 -1.249
C: -4.788 1.145 -1.422
S: -1.031 4.433 -1.995
H: 1.426 0.752 1.491
H: 2.321 -5.575 -3.111
C: -1.172 2.841 2.064
C: -6.988 0.197 -1.099
C: -5.380 2.456 -1.313
C: -5.616 0.047 -1.327
H: -3.724 3.314 -1.544
H: 2.914 1.344 -0.102
H: 0.505 6.136 -2.660
H: 4.128 -2.770 -0.398
H: 2.478 4.448 -3.127
C: -3.351 0.965 -1.641
H: 1.052 4.269 -4.175
H: -1.373 3.876 2.309
H: -5.181 -0.936 -1.439
C: 0.402 1.085 1.593
C: -6.782 2.591 -1.106
H: 1.820 -4.403 -1.049
C: 1.972 -3.818 -1.943
H: 1.608 -4.059 0.740
C: 2.507 -3.803 -4.297
C: 1.892 -2.430 -1.948
H: -7.192 3.592 -1.050
C: 3.675 0.577 -0.006
S: 1.158 2.530 -2.534
N: -1.297 1.765 -2.002
H: 1.407 -3.437 2.372
C: 0.952 -1.333 3.989
H: 6.980 0.243 0.626
C: 4.349 -1.738 -0.161
C: 0.635 5.145 -2.227
H: 0.294 -2.272 7.173
P: 1.620 -1.201 -0.620
C: 5.964 -0.039 0.387
C: -1.967 0.605 1.688
H: 0.960 3.108 1.982
H: 2.847 -3.011 1.444
H: -2.787 -0.103 1.644
H: 5.227 1.976 0.462
C: 1.094 -1.456 5.358
H: -3.238 2.273 2.132
C: 4.981 0.936 0.297
C: 2.429 -2.416 -4.315
H: -1.932 -3.121 3.623
C: -2.222 1.940 1.965
C: -0.155 -1.926 3.373
H: -1.649 -3.320 6.059
C: -7.565 1.485 -0.990
H: 2.079 -0.649 -3.156
C: 1.777 -3.197 1.379
C: -0.926 -2.759 5.483
N: -2.607 2.033 -1.724
C: 5.649 -1.370 0.149
C: 0.136 2.414 1.871
P: -0.374 -1.621 1.589
H: -8.628 1.593 -0.823
O: -4.684 3.537 -1.388
N: 1.097 -1.997 0.863
H: -7.618 -0.678 -1.009
C: -1.090 -2.643 4.108
C: 0.162 -2.168 6.105
H: 6.420 -2.129 0.187
C: -0.509 2.799 -2.146
C: -0.653 0.174 1.510
H: 2.760 -4.344 -5.199
Sn: -0.826 -0.488 -2.359
H: 2.625 -1.870 -5.228
C: 3.353 -0.763 -0.212

Values from the calculation:
E_LUMO (spin up / spin down): -11.0 / -10.2 eV
Charge: +3
Energy above the lowest of the compared OMol25 structures with the same formula, charge and spin: 0.0 kJ/mol
Highest occupied orbital energy (spin up / spin down): -16.15 / -16.14 eV